No. 1
DFT (the ωB97M-V functional and the def2-TZVPD basis) results for a gas-phase ion, C24H30F5N2O5S (charge +1) in a non-equilibrium geometry.

## Properties
Charge: +1
E_LUMO (eV): -2.84
Multiplicity: 1
Gap between HOMO and LUMO (eV): 9.0
Molecular weight (g mol⁻¹): 553.57
Strongest force on any atom (eV/Å): 2.87
SMILES string: C#C[C@@]1(CCC(N)=O)O[C@@H](C(F)(F)c2cccc(C(F)(F)F)c2)[C@H](CSCC)[N@+]1(CC(=O)O)OCCC

Cartesian coordinates (Å):
C: 0.410 2.482 -2.650
C: 0.354 1.371 -2.236
C: 0.269 0.058 -1.617
C: -0.164 -0.990 -2.689
C: -1.019 -0.467 -3.853
C: -0.256 -0.140 -5.112
N: 1.136 -0.259 -5.072
O: -0.839 0.164 -6.120
O: 1.607 -0.213 -1.252
C: 1.565 -1.302 -0.321
C: 2.842 -1.510 0.483
F: 2.691 -2.682 1.148
F: 3.795 -1.718 -0.467
C: 3.303 -0.434 1.446
C: 4.246 0.497 1.035
C: 4.689 1.444 1.948
C: 4.181 1.444 3.236
C: 3.231 0.521 3.636
C: 2.667 0.536 5.036
F: 2.930 1.696 5.666
F: 1.317 0.419 4.991
F: 3.131 -0.463 5.790
C: 2.797 -0.441 2.738
C: 0.262 -1.092 0.465
C: -0.400 -2.487 0.600
S: -1.153 -2.844 2.211
C: -2.417 -1.590 2.511
C: -3.730 -1.962 1.806
N: -0.485 -0.001 -0.302
C: -0.537 1.296 0.468
C: 0.734 1.845 1.102
O: 0.732 2.007 2.278
O: 1.782 2.185 0.317
O: -1.818 -0.461 -0.343
C: -2.657 0.292 -1.262
C: -3.897 0.816 -0.557
C: -4.638 1.818 -1.454
H: 0.508 3.345 -3.261
H: 0.751 -1.413 -3.077
H: -0.730 -1.777 -2.196
H: -1.667 0.355 -3.590
H: -1.682 -1.274 -4.154
H: 1.496 -0.013 -5.986
H: 1.568 0.370 -4.402
H: 1.527 -2.188 -0.960
H: 4.641 0.463 0.035
H: 5.438 2.164 1.669
H: 4.523 2.176 3.949
H: 2.081 -1.194 3.034
H: 0.483 -0.836 1.495
H: -1.036 -2.762 -0.234
H: 0.422 -3.189 0.592
H: -2.586 -1.642 3.580
H: -2.089 -0.585 2.271
H: -3.499 -2.221 0.776
H: -4.468 -1.172 1.870
H: -4.085 -2.877 2.262
H: -1.257 1.135 1.252
H: -0.934 2.080 -0.171
H: 1.692 3.119 0.077
H: -2.138 1.125 -1.727
H: -2.984 -0.407 -2.022
H: -4.524 -0.040 -0.345
H: -3.617 1.282 0.383
H: -5.653 1.507 -1.656
H: -4.108 2.011 -2.381
H: -4.685 2.771 -0.940


No. 2
DFT (the ωB97M-V functional and the def2-TZVPD basis) results for a molecular structure, C28H41IrN7O8PS3 in a non-equilibrium geometry.

## Properties
Charge: +2
E_LUMO (alpha / beta) (eV): -4.99 / -4.99
Multiplicity: 1
Gap between HOMO and LUMO (alpha / beta) (eV): 7.1 / 7.1
Molecular weight (g mol⁻¹): 923.07
Strongest force on any atom (eV/Å): 3.62
Energy above the lowest of the compared OMol25 structures with the same formula, charge and spin (kJ/mol): 324.9

Cartesian coordinates (Å):
Ir: -0.230 0.648 0.297
C: -3.277 -6.744 1.043
C: -3.106 -5.256 0.901
C: -4.034 -4.493 0.194
C: -3.882 -3.124 0.063
C: -2.771 -2.524 0.654
C: -1.824 -3.262 1.367
C: -2.007 -4.622 1.485
S: -2.544 -0.843 0.432
O: -1.689 -0.255 1.518
O: -3.808 -0.217 0.210
N: -1.542 -0.557 -0.794
C: -1.033 -1.645 -1.569
C: 0.114 -2.406 -0.764
O: 0.322 -3.556 -1.063
O: 0.654 -1.636 0.086
H: -4.147 -7.102 0.497
H: -3.398 -7.017 2.093
H: -2.397 -7.268 0.668
H: -4.887 -4.979 -0.263
H: -4.609 -2.528 -0.472
H: -0.965 -2.769 1.805
H: -1.282 -5.214 2.031
H: -0.542 -1.263 -2.463
H: -1.758 -2.423 -1.796
N: 2.906 5.522 2.953
C: 1.425 5.238 2.870
P: 1.236 4.100 1.433
O: 2.658 3.972 0.947
O: 0.403 2.915 1.772
C: 0.387 5.029 0.123
N: 0.221 4.088 -1.040
H: 3.318 5.187 3.823
H: 3.134 6.509 2.845
H: 3.287 4.974 2.162
H: 0.867 6.166 2.755
H: 1.093 4.739 3.775
H: 0.981 5.884 -0.190
H: -0.603 5.352 0.444
H: -0.604 3.484 -0.853
H: 0.959 3.410 -1.119
H: 0.100 4.566 -1.932
C: 3.928 -4.292 -2.680
C: 3.596 -2.934 -2.133
C: 4.147 -2.481 -0.942
C: 3.860 -1.211 -0.459
C: 3.022 -0.396 -1.197
C: 2.439 -0.825 -2.386
C: 2.725 -2.093 -2.838
S: 2.700 1.193 -0.569
C: 3.451 2.211 -1.790
O: 1.165 1.473 -0.909
H: 4.590 -4.841 -2.014
H: 4.423 -4.199 -3.648
H: 3.020 -4.879 -2.830
H: 4.797 -3.135 -0.375
H: 4.272 -0.865 0.483
H: 1.752 -0.185 -2.929
H: 2.265 -2.452 -3.751
H: 3.033 1.958 -2.765
H: 4.521 2.005 -1.763
H: 3.264 3.252 -1.520
C: 1.013 -2.451 4.131
N: 1.289 -1.685 2.926
C: 1.063 -0.388 2.774
N: 0.475 0.318 3.770
O: 1.438 0.195 1.720
H: 1.490 -3.422 4.038
H: -0.059 -2.610 4.280
H: 1.424 -1.952 5.007
H: 1.604 -2.143 2.080
H: -0.159 -0.140 4.403
H: 0.260 1.270 3.512
N: -2.548 2.925 1.669
C: -2.722 2.641 0.368
N: -1.758 2.161 -0.406
C: -2.233 2.037 -1.735
C: -1.473 1.573 -2.801
C: -2.051 1.551 -4.061
C: -3.365 1.990 -4.256
C: -4.119 2.459 -3.193
C: -3.530 2.474 -1.935
S: -4.197 3.052 -0.430
H: -1.697 2.579 2.096
H: -3.362 3.022 2.253
H: -0.469 1.199 -2.630
H: -1.481 1.185 -4.905
H: -3.798 1.968 -5.247
H: -5.133 2.807 -3.341


No. 3
DFT (the ωB97M-V functional and the def2-TZVPD basis) results for 2 unconnected molecules or ions with the total composition C6H10O in a non-equilibrium geometry.

## Properties
E_LUMO (eV): 0.70
Multiplicity: 1
Gap between HOMO and LUMO (eV): 9.0
Molecular weight (g mol⁻¹): 98.14
Strongest force on any atom (eV/Å): 4.06
SMILES string: C=C/C=C/C=C.O
Energy above the lowest of the compared OMol25 structures with the same formula, charge and spin (kJ/mol): 318.0

Cartesian coordinates (Å):
C: 0.022 2.812 -0.034
C: 0.457 1.607 -0.198
C: -0.209 0.405 0.269
C: -0.950 -0.311 -0.611
C: -1.522 -1.550 -0.246
C: -1.548 -1.735 1.104
H: 0.402 3.779 -0.543
H: -0.854 2.923 0.602
H: 1.403 1.210 -0.576
H: 0.043 0.114 1.282
H: -1.259 0.064 -1.685
H: -1.764 -2.324 -0.938
H: -1.218 -1.084 1.867
H: -1.579 -2.685 1.598
O: 2.459 -1.243 -0.647
H: 3.351 -1.563 -0.979
H: 2.768 -0.420 -0.266


No. 4
DFT (the ωB97M-V functional and the def2-TZVPD basis) results for C2H5NO in the gas phase in a non-equilibrium geometry.

## Properties
E_LUMO (eV): 0.75
Multiplicity: 1
Gap between HOMO and LUMO (eV): 9.6
Molecular weight (g mol⁻¹): 59.07
Strongest force on any atom (eV/Å): 3.62
SMILES string: C=[N+](C)[O-]
Energy above the lowest of the compared OMol25 structures with the same formula, charge and spin (kJ/mol): 374.5

Cartesian coordinates (Å):
C: 0.624 -1.220 -0.265
N: 0.851 0.011 0.019
C: -0.191 0.957 -0.025
O: 2.037 0.487 0.259
H: 1.444 -2.053 0.029
H: -0.361 -1.464 -0.682
H: -1.037 0.297 -0.342
H: -0.602 1.334 1.013
H: 0.117 1.791 -0.689


No. 5
DFT (the ωB97M-V functional and the def2-TZVPD basis) results for C3H2N2O2 in the gas phase in a non-equilibrium geometry.

## Properties
E_LUMO (eV): -0.59
Multiplicity: 1
Gap between HOMO and LUMO (eV): 10.8
Molecular weight (g mol⁻¹): 98.06
Strongest force on any atom (eV/Å): 1.33
Energy above the lowest of the compared OMol25 structures with the same formula, charge and spin (kJ/mol): 298.3

Cartesian coordinates (Å):
N: 1.471 -0.502 0.309
C: 0.311 -0.758 -0.077
O: -0.804 0.051 -0.235
C: -0.752 1.396 0.028
O: 0.205 2.019 0.397
C: -0.004 -2.164 -0.954
N: -0.278 -2.347 0.200
H: 1.603 0.496 0.492
H: -1.753 1.809 -0.160


No. 6
DFT (the ωB97M-V functional and the def2-TZVPD basis) results for a molecular structure, C28H27F6N8O7RuSSeSi in a non-equilibrium geometry.

## Properties
Charge: -2
⟨S²⟩: 1.0764
E_LUMO (alpha / beta) (eV): 4.33 / 3.68
Multiplicity: 2
Gap between HOMO and LUMO (alpha / beta) (eV): 6.0 / 5.2
Molecular weight (g mol⁻¹): 941.74
Strongest force on any atom (eV/Å): 3.14

Cartesian coordinates (Å):
Ru: -0.330 0.585 0.707
C: -0.965 2.400 4.523
C: -0.327 1.830 3.294
N: -1.081 1.699 2.196
N: -2.341 2.141 2.232
C: -3.099 1.833 1.238
N: -4.375 2.340 1.149
S: -2.559 0.794 -0.090
C: 0.979 1.315 3.208
C: 1.921 1.295 4.266
C: 3.170 0.785 4.053
C: 3.502 0.293 2.779
C: 2.532 0.304 1.793
N: 1.317 0.767 1.993
H: -1.641 3.200 4.221
H: -0.235 2.778 5.231
H: -1.562 1.615 4.992
H: -4.795 2.561 2.040
H: -4.964 1.791 0.542
H: 1.637 1.689 5.232
H: 3.900 0.767 4.853
H: 4.488 -0.092 2.573
H: 2.731 -0.086 0.800
C: 3.603 -3.457 1.625
N: 2.316 -2.970 2.040
C: 1.993 -2.835 3.345
C: 0.838 -2.254 3.725
C: 0.012 -1.641 2.698
O: -0.964 -0.919 2.993
N: 0.341 -1.836 1.409
C: 1.395 -2.547 1.014
O: 1.665 -2.872 -0.127
H: 3.930 -4.289 2.249
H: 4.353 -2.661 1.662
H: 3.503 -3.787 0.591
H: 2.703 -3.245 4.060
H: 0.553 -2.158 4.760
F: -6.727 -3.901 -2.778
C: -5.905 -3.419 -1.814
C: -4.829 -4.177 -1.353
F: -4.645 -5.420 -1.855
C: -3.988 -3.668 -0.387
F: -2.978 -4.434 0.057
C: -4.163 -2.396 0.189
Se: -2.920 -1.692 1.411
C: -5.295 -1.694 -0.258
F: -5.590 -0.506 0.308
C: -6.140 -2.174 -1.237
F: -7.222 -1.458 -1.623
F: 3.945 0.966 -4.270
C: 3.056 1.959 -4.013
C: 2.973 2.467 -2.754
N: 2.198 3.549 -2.458
C: 2.240 4.115 -1.135
C: 1.595 3.206 0.013
O: 2.214 3.217 1.070
O: 0.534 2.654 -0.310
C: 1.403 4.129 -3.418
O: 0.760 5.143 -3.242
N: 1.440 3.511 -4.650
C: 2.262 2.467 -5.095
O: 2.251 2.135 -6.269
H: 3.543 2.045 -1.941
H: 1.684 5.054 -1.156
H: 3.278 4.302 -0.849
H: 0.819 3.906 -5.346
C: 1.766 -1.475 -3.076
Si: 0.083 -0.867 -2.392
C: -0.642 0.438 -3.613
C: -1.161 -2.331 -2.378
O: 0.311 -0.234 -0.965
H: 1.722 -1.617 -4.151
H: 2.030 -2.415 -2.607
H: 2.555 -0.765 -2.859
H: -0.651 0.069 -4.634
H: -0.060 1.354 -3.592
H: -1.660 0.697 -3.335
H: -1.081 -2.935 -3.277
H: -2.185 -1.976 -2.303
H: -0.962 -2.964 -1.521


No. 7
DFT (the ωB97M-V functional and the def2-TZVPD basis) results for a molecular structure, C57H49BN2O4 in a non-equilibrium geometry.

## Properties
E_LUMO (eV): -0.71
Multiplicity: 1
Gap between HOMO and LUMO (eV): 4.9
Molecular weight (g mol⁻¹): 836.84
Strongest force on any atom (eV/Å): 3.73
Energy above the lowest of the compared OMol25 structures with the same formula, charge and spin (kJ/mol): 410.4

Cartesian coordinates (Å):
C: -3.514 -1.811 3.846
C: -2.086 -2.028 4.001
C: -1.184 -1.643 4.957
C: 0.082 -2.068 4.493
C: -0.025 -2.387 3.110
B: -0.128 2.632 1.749
C: 0.412 2.592 3.217
C: 0.920 3.595 4.025
C: 1.076 3.034 5.330
C: 0.635 1.728 5.303
C: 0.591 0.629 6.220
O: 0.238 1.446 4.019
C: 0.898 -3.416 2.541
C: 0.687 -4.356 1.547
C: 1.814 -5.242 1.627
C: 2.648 -4.723 2.564
C: 3.874 -5.243 3.135
O: 2.130 -3.612 3.122
C: -1.546 2.004 1.891
C: -2.609 1.781 1.020
C: -3.721 1.762 1.898
C: -3.335 1.853 3.224
C: -3.894 1.971 4.534
O: -1.998 1.952 3.215
O: -1.406 -2.601 2.961
H: -3.971 -1.762 4.842
H: -3.758 -0.818 3.419
H: -4.024 -2.591 3.252
H: -1.529 -1.140 5.856
H: 0.940 -1.992 5.133
H: 1.048 4.645 3.803
H: 1.418 3.540 6.224
H: 0.756 0.946 7.240
H: -0.355 0.096 6.188
H: 1.344 -0.128 5.999
H: -0.171 -4.363 0.871
H: 2.000 -6.152 1.077
H: 3.598 -5.928 3.935
H: 4.387 -5.818 2.376
H: 4.569 -4.498 3.498
H: -2.580 1.723 -0.108
H: -4.704 1.616 1.550
H: -4.918 2.337 4.477
H: -3.971 1.033 5.098
H: -3.314 2.651 5.179
C: -0.529 2.655 -6.141
C: -0.813 2.856 -4.782
C: -0.885 1.744 -3.924
C: -0.777 0.426 -4.406
N: -0.983 -0.727 -3.600
C: -1.738 -1.787 -4.157
C: -1.318 -3.114 -3.967
C: -1.903 -4.129 -4.735
C: -2.922 -3.839 -5.651
C: -3.437 -2.537 -5.745
C: -2.842 -1.515 -4.998
C: -0.629 -0.733 -2.249
C: -1.308 -1.486 -1.292
C: -1.193 -1.233 0.066
C: -0.149 -0.410 0.540
C: 0.287 -0.735 2.016
C: 1.765 -0.480 2.181
C: 2.713 0.339 2.855
C: 4.070 0.182 2.557
C: 4.531 -0.759 1.626
N: 5.877 -0.802 1.294
C: 6.492 -1.908 0.687
C: 7.707 -1.735 -0.019
C: 8.533 -2.830 -0.293
C: 8.098 -4.124 0.023
C: 6.794 -4.313 0.492
C: 5.993 -3.216 0.835
C: 6.678 0.332 1.569
C: 7.941 0.125 2.153
C: 8.826 1.191 2.332
C: 8.438 2.476 1.925
C: 7.181 2.695 1.353
C: 6.282 1.632 1.218
C: 3.596 -1.555 0.960
C: 2.274 -1.467 1.306
C: 0.608 0.283 -0.427
C: 0.351 0.149 -1.786
C: -0.535 0.255 -5.793
C: -0.396 1.351 -6.663
H: -0.373 3.515 -6.796
H: -0.926 3.874 -4.379
H: -1.030 1.899 -2.861
H: -0.489 -3.374 -3.300
H: -1.609 -5.170 -4.612
H: -3.404 -4.588 -6.284
H: -4.319 -2.279 -6.352
H: -3.164 -0.469 -5.109
H: -1.921 -2.299 -1.591
H: -1.796 -1.696 0.845
H: 0.492 2.711 0.693
H: 2.365 1.005 3.639
H: 4.753 0.829 3.102
H: 8.033 -0.719 -0.278
H: 9.519 -2.636 -0.725
H: 8.805 -4.941 -0.103
H: 6.413 -5.325 0.641
H: 5.003 -3.439 1.235
H: 8.276 -0.885 2.414
H: 9.818 1.014 2.766
H: 9.092 3.334 2.059
H: 6.871 3.684 1.005
H: 5.289 1.756 0.780
H: 3.877 -2.247 0.186
H: 1.539 -2.194 0.927
H: 1.427 0.907 -0.062
H: 0.944 0.777 -2.429
H: -0.478 -0.756 -6.224
H: -0.168 1.180 -7.735


No. 8
DFT (the ωB97M-V functional and the def2-TZVPD basis) results for C2H4N4OS in the gas phase in a non-equilibrium geometry.

## Properties
E_LUMO (eV): 0.00
Multiplicity: 1
Gap between HOMO and LUMO (eV): 8.4
Molecular weight (g mol⁻¹): 132.15
Strongest force on any atom (eV/Å): 3.20
SMILES string: On1[nH]nc/c1=N/S
Energy above the lowest of the compared OMol25 structures with the same formula, charge and spin (kJ/mol): 314.9

Cartesian coordinates (Å):
O: -0.612 -1.525 0.729
N: -0.874 -0.385 -0.017
N: -1.526 0.599 0.765
N: -0.889 1.821 0.665
C: 0.235 1.639 0.055
C: 0.383 0.219 -0.337
N: 1.351 -0.362 -0.916
S: 1.366 -2.026 -1.208
H: -0.312 -1.078 1.616
H: -2.526 0.682 0.574
H: 0.944 2.437 0.026
H: 2.460 -2.021 -1.953


No. 9
DFT (the ωB97M-V functional and the def2-TZVPD basis) results for a molecular structure, C17H28AsBrN2O5PbSi2 in a non-equilibrium geometry.

## Properties
Charge: -2
E_LUMO (eV): 4.40
Multiplicity: 1
Gap between HOMO and LUMO (eV): 6.0
Molecular weight (g mol⁻¹): 758.62
Strongest force on any atom (eV/Å): 1.60
Energy above the lowest of the compared OMol25 structures with the same formula, charge and spin (kJ/mol): 120.0

Cartesian coordinates (Å):
Pb: -1.243 -0.298 -1.651
N: -0.062 1.992 -2.176
C: 1.299 1.563 -2.475
C: 1.243 0.488 -3.578
O: 1.992 0.588 -4.555
N: 0.340 -0.438 -3.326
C: -0.081 -1.292 -4.411
C: -1.532 -0.925 -4.871
O: -1.863 -1.276 -6.003
O: -2.255 -0.291 -4.052
H: -0.535 2.273 -3.028
H: -0.074 2.752 -1.506
H: 1.726 1.135 -1.561
H: 1.947 2.377 -2.829
H: -0.102 -2.338 -4.088
H: 0.591 -1.187 -5.269
C: -3.247 0.601 2.164
Si: -1.592 -0.391 2.229
C: -1.167 -0.351 4.119
C: -2.072 -2.215 1.926
As: 0.168 0.361 0.929
Si: -0.164 2.630 1.289
C: 1.421 3.578 0.706
C: -0.294 3.213 3.128
C: -1.650 3.606 0.500
H: -4.048 0.129 2.727
H: -3.586 0.712 1.138
H: -3.101 1.597 2.573
H: -1.993 -0.663 4.755
H: -0.882 0.653 4.417
H: -0.324 -1.006 4.325
H: -2.937 -2.540 2.500
H: -1.243 -2.868 2.185
H: -2.287 -2.378 0.875
H: 2.162 3.567 1.502
H: 1.244 4.616 0.428
H: 1.874 3.078 -0.145
H: 0.506 2.778 3.720
H: -1.231 2.872 3.555
H: -0.251 4.293 3.245
H: -2.044 3.075 -0.362
H: -1.388 4.612 0.177
H: -2.467 3.697 1.211
Br: 1.005 -5.594 1.009
C: 1.895 -3.990 0.513
C: 3.076 -3.698 1.172
C: 3.763 -2.545 0.837
C: 3.273 -1.716 -0.158
C: 2.087 -2.025 -0.803
C: 1.367 -3.164 -0.462
C: 0.025 -3.508 -1.133
O: -0.096 -4.643 -1.576
O: -0.851 -2.605 -1.093
H: 3.450 -4.368 1.933
H: 4.685 -2.306 1.350
H: 3.814 -0.822 -0.437
H: 1.711 -1.392 -1.592


No. 10
DFT (the ωB97M-V functional and the def2-TZVPD basis) results for 2 unconnected molecules or ions with the total composition C3H7N2O in a non-equilibrium geometry.

## Properties
Charge: +2
⟨S²⟩: 0.7563
E_LUMO (alpha / beta) (eV): -7.84 / -14.60
Multiplicity: 2
Gap between HOMO and LUMO (alpha / beta) (eV): 10.8 / 1.8
Molecular weight (g mol⁻¹): 87.10
Strongest force on any atom (eV/Å): 4.01
Energy above the lowest of the compared OMol25 structures with the same formula, charge and spin (kJ/mol): 180.3

Cartesian coordinates (Å):
C: -1.070 0.520 0.536
C: -0.276 -0.250 1.413
N: -1.066 -1.421 1.826
C: -2.289 -1.210 1.299
N: -2.129 -0.287 0.276
H: -0.909 1.554 0.339
H: 0.840 -0.116 1.681
H: -0.709 -2.045 2.576
H: -3.186 -1.899 1.432
H: -2.797 0.027 -0.511
H: 4.473 2.013 -4.575
H: 5.036 2.697 -3.412
O: 5.179 1.921 -3.966